C19H14Br2N5O3OsS as an isolated structure in a non-equilibrium geometry. Source: the OMol25 dataset; level of theory: the ωB97M-V functional and the def2-TZVPD basis.

The geometry in XYZ format:
```
45
Properties=species:S:1:pos:R:3:mulliken_spin:R:1
Os 0.802 -0.731 -1.968 3.174
N 0.013 4.747 3.840 0.003
C 0.132 3.422 3.386 0.009
C -0.809 2.902 2.492 -0.004
C -0.654 1.617 1.967 0.002
C 0.481 0.873 2.296 0.010
C 1.463 1.401 3.130 0.004
C 1.295 2.688 3.651 0.000
S 0.612 -0.826 1.677 -0.011
O 1.594 -1.445 2.568 0.004
O -0.754 -1.307 1.920 0.014
N 0.969 -0.731 0.133 0.153
C 2.351 -0.492 -0.387 -0.066
N 3.161 0.034 0.541 0.018
C 4.448 0.260 0.206 0.038
C 5.015 0.035 -1.033 0.012
C 4.191 -0.457 -2.014 0.022
N 2.902 -0.731 -1.801 0.105
H -0.954 5.048 3.893 0.000
H 0.512 4.899 4.711 0.000
H -1.683 3.480 2.208 0.000
H -1.407 1.192 1.310 0.002
H 2.349 0.817 3.359 0.000
H 2.078 3.102 4.278 0.000
H 5.050 0.650 1.022 0.004
H 6.059 0.239 -1.219 0.001
H 4.551 -0.655 -3.015 0.003
Br -3.121 2.598 -1.968 0.014
C -3.000 0.678 -1.968 0.103
C -4.225 0.013 -1.968 -0.054
C -4.250 -1.370 -1.968 0.101
Br -5.979 -2.180 -1.968 0.015
C -3.053 -2.113 -1.968 -0.007
C -3.025 -3.529 -1.968 0.058
C -1.826 -4.224 -1.968 -0.002
C -0.672 -3.483 -1.968 -0.035
N -0.653 -2.139 -1.968 0.134
C -1.807 -1.423 -1.968 -0.038
C -1.746 0.006 -1.968 0.061
O -0.630 0.645 -1.968 0.237
H -5.148 0.584 -1.968 0.001
H -3.943 -4.109 -1.968 0.005
H -1.797 -5.305 -1.968 0.001
H 0.307 -3.950 -1.968 -0.003
H 0.802 -0.731 -3.693 -0.090
```

Values from the calculation:
Total energy (eV): -186897.940
Gap between HOMO and LUMO (alpha / beta) (eV): 6.16 / 4.11
Net charge: +1
Largest force on an atom (hartree/bohr): 0.144
Spin multiplicity: 5
⟨S²⟩: 6.05